(1)
Molecular formula: C20H25N3O5S
Method: DFT, ωB97M-V/def2-TZVPD

XYZ file:
```
54
C20H25N3O5S | the OMol25 dataset | ωB97M-V/def2-TZVPD
C -3.03087 -2.65126 -1.00716
H -3.69863 -2.17155 -0.50702
H -2.63232 -1.88469 -1.91761
H -3.43455 -3.59251 -1.55516
C -1.85770 -3.16532 -0.36349
C -0.83099 -3.73489 -0.97760
H -1.25459 -4.66004 -1.35999
H -0.42505 -2.94318 -1.91039
H 0.00059 -3.92883 -0.49056
H -2.17163 -3.73762 0.55580
C -1.41331 -1.53680 0.54308
N -2.51787 -1.04041 1.21047
S -2.13889 0.24322 1.75252
O -2.72125 0.55287 3.21529
O -0.77170 0.73930 1.62108
C -3.20901 1.43211 0.92450
C -2.56925 2.46925 0.34734
C -3.42980 3.38670 -0.42620
C -4.59440 3.18027 -0.85048
C -5.25442 1.94915 -0.14610
C -4.48733 1.08680 0.44856
H -4.93766 0.26978 1.11671
H -6.24972 1.73536 -0.42743
H -5.37403 3.75247 -1.24204
H -2.98881 4.52416 -1.15733
H -1.50001 2.90877 0.51776
H -2.74919 -1.90921 2.05311
C -0.88789 -0.47925 -0.48179
O -1.85562 0.03314 -0.84770
N 0.41376 -0.55682 -0.71126
C 1.53536 -1.00015 -0.17928
H 1.22034 -2.03097 0.29738
H 2.27278 -1.35365 -0.88880
C 2.15093 -0.20822 0.79098
N 2.53077 1.00736 0.04493
C 3.84983 1.66295 -0.29411
O 4.00402 2.33721 -1.34772
C 4.99925 0.88716 0.56851
C 6.27800 1.16168 -0.06383
C 7.00806 0.52388 0.89895
C 6.36202 -0.31562 1.82567
O 4.86305 0.10758 1.61202
H 6.36460 -0.93112 2.52923
H 8.14414 0.21484 0.82859
H 6.48746 1.80609 -0.96681
C 1.57929 1.61186 -0.63278
C 0.85071 0.54508 -1.50984
H 0.00334 0.92583 -1.97093
H 1.50101 0.43923 -2.43425
H 1.63964 2.61127 -1.13064
H 0.72662 2.01870 0.09774
H 3.04760 -0.47772 1.27388
H 1.60927 0.29656 1.44618
H -0.45592 -2.11085 1.27803
```

Values from the calculation:
HOMO: -8.48 eV
Lowest unoccupied orbital energy: -0.124 eV
HOMO-LUMO gap: 8.35 eV

Atomic partial charges in e from the Mulliken method, atoms 1 to 6: atom 1 (C): -1.16, atom 2 (H): 0.48, atom 3 (H): 0.12, atom 4 (H): 0.35, atom 5 (C): 0.55, atom 6 (C): -1.37

(2)
Molecular formula: C20H25NO
Method: DFT, ωB97M-V/def2-TZVPD

XYZ file:
```
47
C20H25NO | the OMol25 dataset | ωB97M-V/def2-TZVPD
O -3.77490 -2.43613 -0.34249
C -3.29462 -1.13763 -0.62508
C -4.32901 -0.07727 -0.31262
C -4.92306 -0.02347 0.94568
C -5.88128 0.93258 1.23197
C -6.25294 1.85327 0.26898
C -5.65933 1.81443 -0.98066
C -4.70647 0.85356 -1.26767
C -1.97389 -0.84446 0.11796
C -1.33835 0.45973 -0.36380
C 0.00497 0.68627 0.32566
N 0.89621 -0.42907 0.07459
C 2.26406 -0.16848 0.47747
C 3.04835 0.50189 -0.66415
C 4.52253 0.44930 -0.39012
C 5.22045 1.56790 0.04209
C 6.57347 1.49332 0.32361
C 7.24766 0.29471 0.18138
C 6.56197 -0.83003 -0.24811
C 5.21201 -0.75174 -0.53478
C 0.34169 -1.65371 0.61529
C -0.96744 -1.97470 -0.09404
H -4.00987 -2.47969 0.59118
H -3.10022 -1.14925 -1.70194
H -4.64112 -0.73137 1.71232
H -6.33791 0.95669 2.21024
H -7.00355 2.59672 0.49186
H -5.94508 2.53162 -1.73636
H -4.25074 0.82283 -2.24811
H -2.18956 -0.75829 1.19028
H -1.17261 0.40037 -1.43983
H -2.00022 1.30453 -0.16168
H 0.46558 1.59318 -0.06658
H -0.15967 0.82869 1.41272
H 2.32002 0.45592 1.38470
H 2.74685 -1.12080 0.70604
H 2.81816 -0.04337 -1.58108
H 2.72244 1.53385 -0.78635
H 4.69955 2.50960 0.15560
H 7.10295 2.37495 0.65486
H 8.30238 0.23389 0.40516
H 7.08256 -1.77009 -0.36254
H 4.68290 -1.62798 -0.87707
H 1.05497 -2.46273 0.44397
H 0.16583 -1.57802 1.70629
H -1.37177 -2.91874 0.27609
H -0.77397 -2.08277 -1.16091
```

Values from the calculation:
HOMO: -8.51 eV
Lowest unoccupied orbital energy: 0.830 eV
Structure (SMILES): O[C@@H](c1ccccc1)C1CCN(CCc2ccccc2)CC1
HOMO-LUMO gap: 9.34 eV

Atomic partial charges in e from the Mulliken method, atoms 1 to 6: atom 1 (O): -0.60, atom 2 (C): -0.84, atom 3 (C): 0.64, atom 4 (C): -0.33, atom 5 (C): -0.77, atom 6 (C): -0.39

(3)
Molecular formula: C20H25NO3
Method: DFT, ωB97M-V/def2-TZVPD

XYZ file:
```
49
C20H25NO3 | the OMol25 dataset | ωB97M-V/def2-TZVPD
C -1.16931 -3.23032 -1.32702
O -2.25266 -2.57757 -0.71400
C -2.27249 -1.20539 -0.72539
C -1.44742 -0.44546 -1.54297
C -1.47960 0.93645 -1.51589
C -2.34282 1.60461 -0.66352
C -2.22829 3.09047 -0.46824
C -1.42245 3.35593 0.82966
N -0.43465 2.33105 0.99557
C 0.68665 2.25794 0.39432
C 1.28220 3.34803 -0.45992
C 1.42783 0.99973 0.51135
C 2.70245 0.84725 -0.04324
C 3.38565 -0.35238 -0.04198
C 4.75380 -0.44774 -0.64858
C 2.77886 -1.47910 0.53013
C 3.47735 -2.80317 0.53910
C 1.52476 -1.34890 1.09230
C 0.83797 -0.13487 1.10996
O -0.36254 -0.11536 1.69707
C -3.19389 0.85096 0.12869
C -3.17800 -0.53820 0.12098
O -4.08329 -1.12724 0.95486
C -3.78697 -2.38446 1.52469
H -1.20910 -3.14581 -2.41851
H -0.21143 -2.84212 -0.96538
H -1.26488 -4.27969 -1.04958
H -0.75414 -0.93233 -2.21010
H -0.80841 1.49018 -2.15590
H -1.70547 3.53024 -1.31911
H -3.20861 3.55929 -0.37872
H -2.09051 3.26460 1.69080
H -1.01475 4.37512 0.81709
H 0.62057 4.20719 -0.51727
H 1.46106 2.97850 -1.46751
H 2.23135 3.67207 -0.03572
H 3.18729 1.70020 -0.49273
H 4.76718 -1.17541 -1.45972
H 5.48250 -0.76866 0.09530
H 5.06799 0.51464 -1.04456
H 4.42077 -2.73280 1.07945
H 3.70341 -3.12514 -0.47713
H 2.86083 -3.56075 1.01548
H 1.03885 -2.19773 1.55061
H -0.71329 0.81191 1.58956
H -3.88256 1.33162 0.80609
H -4.49907 -2.50561 2.34135
H -3.91313 -3.19688 0.80597
H -2.76957 -2.40492 1.92230
```

Values from the calculation:
HOMO: -7.80 eV
Lowest unoccupied orbital energy: 0.663 eV
Structure (SMILES): COc1ccc(CC/N=C(\C)c2cc(C)c(C)cc2O)cc1OC
HOMO-LUMO gap: 8.46 eV

Atomic partial charges in e from the Mulliken method, atoms 1 to 6: atom 1 (C): -0.80, atom 2 (O): -0.43, atom 3 (C): 1.10, atom 4 (C): -0.55, atom 5 (C): -0.64, atom 6 (C): 0.27

(4)
Molecular formula: C20H25NO5S
Method: DFT, ωB97M-V/def2-TZVPD

XYZ file:
```
52
C20H25NO5S | the OMol25 dataset | ωB97M-V/def2-TZVPD
C -1.38696 -5.22110 -2.62405
C -1.59836 -4.35193 -1.39156
C -3.05983 -3.93513 -1.23784
C -3.26804 -3.04349 -0.01774
O -2.54742 -1.84607 -0.23373
C -2.45321 -0.93525 0.76582
C -3.08108 -1.02756 2.00414
C -2.88722 -0.03296 2.94929
C -2.06595 1.04764 2.69005
C -1.42606 1.13611 1.45806
C -0.57165 2.31722 1.12300
O -1.04895 3.41049 0.88920
N 0.77175 2.09549 1.07612
C 1.37592 0.82574 1.43639
C 1.75495 -0.02329 0.26255
C 1.26407 -1.21681 -0.17893
C 2.01634 -1.55659 -1.33051
C 2.90850 -0.54664 -1.50429
O 2.76139 0.38372 -0.54566
C 1.58768 3.22889 0.64878
C 1.51747 3.43015 -0.87788
C 2.34046 4.65767 -1.19289
S 3.74949 4.50275 -0.03841
O 4.91697 4.02075 -0.72374
O 3.89370 5.70102 0.73965
C 3.05576 3.16148 1.00130
C -1.63394 0.16246 0.49777
H -0.34262 -5.51077 -2.71231
H -1.67108 -4.68168 -3.52463
H -1.98908 -6.12512 -2.56263
H -0.98491 -3.45286 -1.46738
H -1.28381 -4.90103 -0.50050
H -3.37559 -3.38626 -2.12625
H -3.69269 -4.81849 -1.13571
H -4.33621 -2.82312 0.11514
H -2.89755 -3.54972 0.88473
H -3.72787 -1.85847 2.23751
H -3.38795 -0.10911 3.90289
H -1.91802 1.81911 3.42932
H 2.26140 1.02458 2.04856
H 0.65944 0.26518 2.03939
H 0.46845 -1.78251 0.25943
H 1.90335 -2.43021 -1.93840
H 3.67102 -0.37457 -2.23740
H 1.14472 4.11715 1.12031
H 1.93702 2.55513 -1.37631
H 0.47717 3.54996 -1.18181
H 2.72197 4.68678 -2.20722
H 1.82731 5.58148 -0.94460
H 3.28023 3.38021 2.03951
H 3.53707 2.24854 0.66566
H -1.16756 0.23105 -0.47217
```

Values from the calculation:
HOMO: -8.93 eV
Lowest unoccupied orbital energy: 0.584 eV
Structure (SMILES): CCCCOc1cccc(C(=O)N(Cc2ccco2)[C@@H]2CCS(=O)(=O)C2)c1
HOMO-LUMO gap: 9.51 eV

Atomic partial charges in e from the Mulliken method, atoms 1 to 6: atom 1 (C): -1.43, atom 2 (C): 0.08, atom 3 (C): -0.89, atom 4 (C): -0.75, atom 5 (O): -0.26, atom 6 (C): 0.24

Q: The highest HOMO-LUMO gap belongs to which entry?
A: C20H25NO5S

Q: lowest unoccupied orbital energy of number 4 (C20H25NO5S)?
A: 0.584 eV

What did the first record say?
Molecular formula: C20H25N3O5S
Method: DFT, ωB97M-V/def2-TZVPD

XYZ file:
```
54
C20H25N3O5S | the OMol25 dataset | ωB97M-V/def2-TZVPD
C -3.03087 -2.65126 -1.00716
H -3.69863 -2.17155 -0.50702
H -2.63232 -1.88469 -1.91761
H -3.43455 -3.59251 -1.55516
C -1.85770 -3.16532 -0.36349
C -0.83099 -3.73489 -0.97760
H -1.25459 -4.66004 -1.35999
H -0.42505 -2.94318 -1.91039
H 0.00059 -3.92883 -0.49056
H -2.17163 -3.73762 0.55580
C -1.41331 -1.53680 0.54308
N -2.51787 -1.04041 1.21047
S -2.13889 0.24322 1.75252
O -2.72125 0.55287 3.21529
O -0.77170 0.73930 1.62108
C -3.20901 1.43211 0.92450
C -2.56925 2.46925 0.34734
C -3.42980 3.38670 -0.42620
C -4.59440 3.18027 -0.85048
C -5.25442 1.94915 -0.14610
C -4.48733 1.08680 0.44856
H -4.93766 0.26978 1.11671
H -6.24972 1.73536 -0.42743
H -5.37403 3.75247 -1.24204
H -2.98881 4.52416 -1.15733
H -1.50001 2.90877 0.51776
H -2.74919 -1.90921 2.05311
C -0.88789 -0.47925 -0.48179
O -1.85562 0.03314 -0.84770
N 0.41376 -0.55682 -0.71126
C 1.53536 -1.00015 -0.17928
H 1.22034 -2.03097 0.29738
H 2.27278 -1.35365 -0.88880
C 2.15093 -0.20822 0.79098
N 2.53077 1.00736 0.04493
C 3.84983 1.66295 -0.29411
O 4.00402 2.33721 -1.34772
C 4.99925 0.88716 0.56851
C 6.27800 1.16168 -0.06383
C 7.00806 0.52388 0.89895
C 6.36202 -0.31562 1.82567
O 4.86305 0.10758 1.61202
H 6.36460 -0.93112 2.52923
H 8.14414 0.21484 0.82859
H 6.48746 1.80609 -0.96681
C 1.57929 1.61186 -0.63278
C 0.85071 0.54508 -1.50984
H 0.00334 0.92583 -1.97093
H 1.50101 0.43923 -2.43425
H 1.63964 2.61127 -1.13064
H 0.72662 2.01870 0.09774
H 3.04760 -0.47772 1.27388
H 1.60927 0.29656 1.44618
H -0.45592 -2.11085 1.27803
```

Values from the calculation:
HOMO: -8.48 eV
Lowest unoccupied orbital energy: -0.124 eV
HOMO-LUMO gap: 8.35 eV

Atomic partial charges in e from the Mulliken method, atoms 1 to 6: atom 1 (C): -1.16, atom 2 (H): 0.48, atom 3 (H): 0.12, atom 4 (H): 0.35, atom 5 (C): 0.55, atom 6 (C): -1.37

What did the fourth record say?
Molecular formula: C20H25NO5S
Method: DFT, ωB97M-V/def2-TZVPD

XYZ file:
```
52
C20H25NO5S | the OMol25 dataset | ωB97M-V/def2-TZVPD
C -1.38696 -5.22110 -2.62405
C -1.59836 -4.35193 -1.39156
C -3.05983 -3.93513 -1.23784
C -3.26804 -3.04349 -0.01774
O -2.54742 -1.84607 -0.23373
C -2.45321 -0.93525 0.76582
C -3.08108 -1.02756 2.00414
C -2.88722 -0.03296 2.94929
C -2.06595 1.04764 2.69005
C -1.42606 1.13611 1.45806
C -0.57165 2.31722 1.12300
O -1.04895 3.41049 0.88920
N 0.77175 2.09549 1.07612
C 1.37592 0.82574 1.43639
C 1.75495 -0.02329 0.26255
C 1.26407 -1.21681 -0.17893
C 2.01634 -1.55659 -1.33051
C 2.90850 -0.54664 -1.50429
O 2.76139 0.38372 -0.54566
C 1.58768 3.22889 0.64878
C 1.51747 3.43015 -0.87788
C 2.34046 4.65767 -1.19289
S 3.74949 4.50275 -0.03841
O 4.91697 4.02075 -0.72374
O 3.89370 5.70102 0.73965
C 3.05576 3.16148 1.00130
C -1.63394 0.16246 0.49777
H -0.34262 -5.51077 -2.71231
H -1.67108 -4.68168 -3.52463
H -1.98908 -6.12512 -2.56263
H -0.98491 -3.45286 -1.46738
H -1.28381 -4.90103 -0.50050
H -3.37559 -3.38626 -2.12625
H -3.69269 -4.81849 -1.13571
H -4.33621 -2.82312 0.11514
H -2.89755 -3.54972 0.88473
H -3.72787 -1.85847 2.23751
H -3.38795 -0.10911 3.90289
H -1.91802 1.81911 3.42932
H 2.26140 1.02458 2.04856
H 0.65944 0.26518 2.03939
H 0.46845 -1.78251 0.25943
H 1.90335 -2.43021 -1.93840
H 3.67102 -0.37457 -2.23740
H 1.14472 4.11715 1.12031
H 1.93702 2.55513 -1.37631
H 0.47717 3.54996 -1.18181
H 2.72197 4.68678 -2.20722
H 1.82731 5.58148 -0.94460
H 3.28023 3.38021 2.03951
H 3.53707 2.24854 0.66566
H -1.16756 0.23105 -0.47217
```

Values from the calculation:
HOMO: -8.93 eV
Lowest unoccupied orbital energy: 0.584 eV
Structure (SMILES): CCCCOc1cccc(C(=O)N(Cc2ccco2)[C@@H]2CCS(=O)(=O)C2)c1
HOMO-LUMO gap: 9.51 eV

Atomic partial charges in e from the Mulliken method, atoms 1 to 6: atom 1 (C): -1.43, atom 2 (C): 0.08, atom 3 (C): -0.89, atom 4 (C): -0.75, atom 5 (O): -0.26, atom 6 (C): 0.24